Entry 1:
14
Properties=species:S:1:pos:R:3 method="wB97M-V/def2-TZVPD" charge=0 orbital_gap_ev=7.6754 de_lowest_kcal_mol=176.7 homo_ha=-0.3085 e_tot_ha=-374.7798 lumo_ev=-0.72
C 0.5838 0.1658 -1.4924
C 0.3964 -1.1561 -1.0661
N -0.4194 -1.7499 -0.0945
N -0.7594 -1.0229 1.0215
C -0.6954 0.0818 1.6518
N -0.0698 1.2109 1.7499
N 0.8812 1.2255 0.5383
C 0.5179 1.4512 -0.8853
H 0.6021 0.4283 -2.5101
H 0.3405 -2.1075 -1.9689
H -1.5741 -1.4837 1.3786
H -1.7657 0.0504 2.3170
H 1.4976 0.4391 0.5785
H 0.4644 2.4669 -1.2184

***

Entry 2:
15
Properties=species:S:1:pos:R:3 method="wB97M-V/def2-TZVPD" charge=+1 orbital_gap_ev=10.2453 de_lowest_kcal_mol=128.1 homo_ha=-0.4993 e_tot_ha=-304.0462 lumo_ev=-3.34
C -0.7222 -0.8330 -0.3053
C -0.0608 1.3089 0.3018
C 1.5542 -0.7463 0.4632
N -2.0016 0.5722 -0.2694
N 0.4727 -0.0080 -0.2870
O -1.1815 1.5925 -0.4497
H -0.8616 -1.3869 0.6501
H -0.9577 -1.3502 -1.2640
H -0.3878 0.8338 1.1644
H 0.6901 2.1275 0.3617
H 1.6772 -1.6080 -0.0534
H 2.4479 -0.2243 0.4407
H 1.2480 -0.8954 1.5103
H -2.6896 0.4143 -0.9883
H 0.7726 0.2030 -1.2751

***

> Among the records above, which one has the highest charge?

C3H9N2O

***

> Which value of charge does entry 1 give?

0